{
  "formula": "H20O10",
  "method": "ωB97M-V/def2-TZVPD",
  "charge": 0,
  "smiles": "O.O.O.O.O.O.O.O.O.O",
  "multiplicity": 1,
  "relative_energy_ev": 1.133,
  "lumo_ev": 0.3,
  "homo_energy_ev": -11.185,
  "total_energy_ha": -764.4403,
  "elements": ["O", "H", "H", "O", "H", "H", "O", "H", "H", "O", "H", "H", "O", "H", "H", "O", "H", "H", "O", "H", "H", "O", "H", "H", "O", "H", "H", "O", "H", "H"],
  "coordinates": [[0.82448, -2.63343, -0.49467], [1.16185, -3.36741, -1.03834], [0.05570, -2.32087, -0.92916], [0.96075, -1.52437, 2.08674], [0.82300, -2.12105, 1.33105], [1.56993, -0.82964, 1.75240], [-1.80918, -1.44702, -1.37809], [-2.63158, -1.42835, -1.84185], [-2.00397, -0.66376, -0.77825], [-0.90181, 0.07035, 2.82273], [-0.28897, -0.68265, 2.56941], [-0.67906, 0.32561, 3.74801], [2.10070, 0.59428, 0.90602], [1.33081, 1.16806, 0.93947], [2.71115, 1.17750, 1.39505], [0.04045, 2.12086, 1.43255], [-0.32344, 2.23154, 0.58844], [-0.48205, 1.42099, 1.88155], [-0.20048, 0.48593, -2.74027], [-0.73806, -0.29302, -2.53852], [0.67828, 0.15223, -2.40791], [-0.82290, 2.39847, -1.12994], [-1.46880, 2.75689, -1.74081], [-0.42445, 1.76448, -1.79197], [-2.14572, 0.60511, 0.27872], [-1.75129, 0.37962, 1.11127], [-1.63325, 1.30994, -0.13305], [2.05946, -0.39905, -1.71306], [2.07038, 0.05303, -0.79711], [1.91807, -1.30427, -1.39041]],
  "nbo_charge": [-0.97, 0.49, 0.51, -0.99, 0.51, 0.51, -1.02, 0.48, 0.51, -1.02, 0.51, 0.49, -0.99, 0.50, 0.49, -0.98, 0.48, 0.49, -1.00, 0.49, 0.50, -1.00, 0.49, 0.51, -0.98, 0.49, 0.49, -0.98, 0.51, 0.49]
}

{
  "formula": "C23H29N5O3S",
  "method": "ωB97M-V/def2-TZVPD",
  "charge": 0,
  "smiles": "Cc1cc(S(=O)(=O)N(Cc2ccc(C(C)C)cc2)C[C@@H]2CCCO2)ccc1-n1cnnn1",
  "multiplicity": 1,
  "relative_energy_ev": 3.349,
  "lumo_ev": 0.0,
  "homo_energy_ev": -9.127,
  "total_energy_ha": -1791.4767,
  "elements": ["C", "C", "C", "C", "S", "O", "O", "N", "C", "C", "C", "C", "C", "C", "C", "C", "C", "C", "C", "C", "C", "C", "C", "O", "C", "C", "C", "N", "C", "N", "N", "N", "H", "H", "H", "H", "H", "H", "H", "H", "H", "H", "H", "H", "H", "H", "H", "H", "H", "H", "H", "H", "H", "H", "H", "H", "H", "H", "H", "H", "H"],
  "coordinates": [[-1.78658, -2.95352, 1.75054], [-1.45628, -2.16625, 0.51998], [-0.13243, -1.84488, 0.24686], [0.21134, -1.14531, -0.88990], [1.94684, -0.79097, -1.15209], [2.63618, -2.04919, -1.17311], [2.07633, 0.07640, -2.28877], [2.33854, -0.00237, 0.26797], [2.06408, 1.42389, 0.23543], [0.59174, 1.67157, 0.05650], [-0.31040, 1.28880, 1.04243], [-1.65938, 1.55224, 0.90599], [-2.14933, 2.21140, -0.21646], [-3.60343, 2.59938, -0.33279], [-3.94646, 3.64248, 0.73483], [-4.53804, 1.39515, -0.22448], [-1.24681, 2.56339, -1.21127], [0.10496, 2.29822, -1.08029], [3.50324, -0.45386, 0.99095], [4.83753, 0.22157, 0.60262], [5.20872, 0.00688, -0.86498], [5.87125, -1.37045, -0.82330], [6.46074, -1.42917, 0.59437], [5.89128, -0.36141, 1.34414], [-0.73761, -0.77660, -1.82174], [-2.06089, -1.08118, -1.57474], [-2.41914, -1.74532, -0.40392], [-3.78584, -1.99589, -0.21370], [-4.56772, -1.97049, 0.89704], [-5.79946, -2.21254, 0.54084], [-5.77723, -2.38867, -0.77511], [-4.61272, -2.25791, -1.23994], [-2.62769, -3.62380, 1.58469], [-2.03176, -2.28911, 2.57952], [-0.92556, -3.54643, 2.04793], [0.65163, -2.14636, 0.92330], [2.39490, 1.84304, 1.18995], [2.62017, 1.90571, -0.57775], [0.05660, 0.79239, 1.92921], [-2.33532, 1.26190, 1.69719], [-3.75532, 3.05673, -1.31629], [-3.83964, 3.22223, 1.73184], [-4.97220, 3.98244, 0.61271], [-3.28373, 4.50087, 0.65205], [-5.57303, 1.71375, -0.32492], [-4.32533, 0.67899, -1.01415], [-4.43015, 0.90168, 0.73870], [-1.60441, 3.06773, -2.09755], [0.78958, 2.58168, -1.86501], [3.58167, -1.52387, 0.79853], [3.33604, -0.29937, 2.06286], [4.80500, 1.28111, 0.87981], [5.92288, 0.77109, -1.17552], [4.34645, 0.03339, -1.52599], [5.11736, -2.14342, -0.96884], [6.63858, -1.48410, -1.58545], [7.54550, -1.27997, 0.59639], [6.24167, -2.38169, 1.08999], [-0.42887, -0.25563, -2.71246], [-2.83287, -0.82160, -2.28219], [-4.23517, -1.75476, 1.88754]],
  "nbo_charge": [-0.64, -0.03, -0.17, -0.31, 2.32, -0.94, -0.94, -0.69, -0.25, -0.06, -0.20, -0.18, -0.03, -0.23, -0.60, -0.60, -0.17, -0.20, -0.25, 0.08, -0.44, -0.45, -0.07, -0.53, -0.12, -0.23, 0.20, -0.23, 0.16, -0.29, -0.05, -0.06, 0.23, 0.22, 0.23, 0.23, 0.22, 0.21, 0.21, 0.20, 0.20, 0.20, 0.21, 0.21, 0.22, 0.21, 0.19, 0.21, 0.22, 0.24, 0.21, 0.18, 0.21, 0.23, 0.23, 0.22, 0.18, 0.17, 0.24, 0.24, 0.22]
}

{
  "formula": "C5H8O2",
  "method": "ωB97M-V/def2-TZVPD",
  "charge": 0,
  "smiles": "C/C=C\\O.C=C=O",
  "multiplicity": 1,
  "relative_energy_ev": 3.294,
  "lumo_ev": 0.7,
  "homo_energy_ev": -7.671,
  "total_energy_ha": -345.6839,
  "elements": ["C", "C", "C", "O", "H", "H", "H", "H", "H", "H", "C", "C", "O", "H", "H"],
  "coordinates": [[0.83246, -0.00981, -1.12412], [0.86219, -0.15432, 0.36778], [0.40732, -1.31213, 0.83744], [-0.65214, -1.87935, 0.15274], [1.36638, -0.93830, -1.31905], [-0.14288, -0.11146, -1.60782], [1.38606, 0.84438, -1.52220], [1.50229, 0.49434, 0.95340], [0.69230, -1.75754, 1.77991], [-0.68061, -2.83500, 0.24833], [-1.09041, 1.20987, 0.68926], [-1.05227, 1.92846, -0.40205], [-1.08384, 2.62086, -1.34287], [-1.60740, 0.26200, 0.67695], [-0.73945, 1.63799, 1.61231]],
  "nbo_charge": [-0.66, -0.23, 0.05, -0.72, 0.23, 0.22, 0.22, 0.22, 0.17, 0.48, -0.77, 0.71, -0.47, 0.28, 0.26]
}

{
  "formula": "C18H40As3AuF2N2O",
  "method": "ωB97M-V/def2-TZVPD",
  "charge": 0,
  "multiplicity": 1,
  "lumo_ev": 0.7,
  "homo_energy_ev": -8.160,
  "total_energy_ha": -7937.3261,
  "elements": ["Au", "C", "As", "C", "C", "C", "C", "C", "As", "C", "C", "C", "As", "C", "C", "H", "H", "H", "H", "H", "H", "H", "H", "H", "H", "H", "H", "H", "H", "H", "H", "H", "H", "H", "H", "H", "H", "H", "H", "H", "H", "H", "F", "C", "F", "H", "C", "N", "C", "C", "C", "N", "C", "C", "O", "H", "H", "H", "H", "H", "H", "H", "H", "H", "H", "H", "H"],
  "coordinates": [[1.04526, -0.57499, 0.77569], [0.41951, 0.21025, -2.70740], [-0.37372, 0.41240, -0.94714], [-0.42904, 2.34181, -0.82403], [-2.14907, -0.36537, -1.34968], [-3.50817, 0.12095, -0.80671], [-3.67248, 1.63230, -1.00229], [-3.76586, -0.20779, 0.67444], [-2.38680, 0.33330, 1.99315], [-1.84450, -1.47512, 2.52222], [-3.63551, 0.63105, 3.48022], [-4.61422, -0.55413, -1.64867], [-4.78862, -2.49566, -2.03685], [-3.96756, -3.43558, -0.51715], [-3.31457, -2.77028, -3.31109], [-0.15517, 0.76818, -3.44769], [0.43898, -0.84388, -2.98100], [1.43342, 0.59953, -2.65353], [-0.99713, 2.78783, -1.63773], [0.61777, 2.63554, -0.88289], [-0.83928, 2.63694, 0.13816], [-2.01333, -1.41630, -1.08240], [-2.19687, -0.32864, -2.44133], [-3.06389, 2.19245, -0.29390], [-4.71511, 1.91693, -0.84496], [-3.39131, 1.93347, -2.01432], [-3.94585, -1.27413, 0.81137], [-4.68286, 0.30773, 0.97366], [-2.71867, -2.07227, 2.78650], [-1.16943, -1.41737, 3.37562], [-1.30502, -1.95063, 1.70299], [-4.34240, -0.19521, 3.56293], [-4.18329, 1.55788, 3.31144], [-3.08052, 0.72323, 4.41292], [-4.61347, -0.11666, -2.65417], [-5.57908, -0.28240, -1.21124], [-4.61726, -3.37979, 0.35553], [-2.97311, -3.07711, -0.25332], [-3.89223, -4.48307, -0.81108], [-3.38432, -2.03040, -4.10887], [-3.44024, -3.75679, -3.75647], [-2.32869, -2.71470, -2.85273], [3.06363, -0.23587, 2.81306], [2.33524, -1.28765, 2.23357], [3.31147, -2.15232, 1.73591], [1.90177, -1.81388, 3.08857], [3.61429, 3.48025, 0.93581], [4.28703, 2.21494, 0.73559], [5.56462, 2.02871, 1.39646], [5.84625, 0.55445, 1.59626], [5.70276, -0.16212, 0.27052], [4.42167, 0.14233, -0.33897], [3.89327, -0.82563, -1.27696], [3.76305, 1.32326, -0.16022], [2.70879, 1.56774, -0.76065], [3.67293, 3.75315, 1.99061], [2.57244, 3.38272, 0.65109], [4.06513, 4.28346, 0.34253], [5.52193, 2.54034, 2.35985], [6.36893, 2.50003, 0.81500], [5.12809, 0.14058, 2.30422], [6.85279, 0.41508, 1.99131], [5.75279, -1.24179, 0.41944], [6.52205, 0.11311, -0.40775], [4.01978, -1.82639, -0.86352], [4.40036, -0.77338, -2.24719], [2.83269, -0.64458, -1.42274]],
  "nbo_charge": [0.25, -0.96, 0.97, -0.96, -0.72, -0.06, -0.62, -0.72, 0.86, -0.95, -0.94, -0.72, 0.88, -0.96, -0.96, 0.22, 0.23, 0.27, 0.22, 0.27, 0.24, 0.23, 0.22, 0.22, 0.21, 0.21, 0.22, 0.22, 0.21, 0.23, 0.23, 0.21, 0.22, 0.23, 0.22, 0.22, 0.23, 0.21, 0.23, 0.22, 0.23, 0.21, -0.41, 0.19, -0.40, 0.12, -0.40, -0.45, -0.20, -0.43, -0.20, -0.45, -0.40, 0.81, -0.74, 0.19, 0.23, 0.18, 0.20, 0.17, 0.25, 0.21, 0.21, 0.17, 0.21, 0.18, 0.23]
}

Which formula does entry 2 have? C23H29N5O3S

What is the formula in the fourth record? C18H40As3AuF2N2O